Formula: C3H4NO
Source: OMol25
Level of theory: ωB97M-V/def2-TZVPD

Structure (XYZ):
```
9
C3H4NO ωB97M-V/def2-TZVPD
C -0.10 -0.33 1.73
C 0.50 -0.66 0.45
C -0.67 0.74 0.20
N -0.67 0.56 2.35
O -1.02 1.44 1.42
H 1.58 -0.35 0.20
H 0.09 -1.50 -0.20
H 0.04 1.39 -0.36
H -1.55 0.35 -0.15
```

The calculation puts the molar mass at 70.1 g mol⁻¹. The electronic energy is -6698.8566 eV. Its LUMO energy is -7.42 eV. Its net charge is +1. Its max |F| is 3.889 eV/Å. The HOMO energy comes out at -16.8 eV. Its energy relative to the best compared isomer or geometry (same formula, charge and spin) is 134.07 kcal per mole.

Mulliken atomic charge list, values in e, 4 entries: C 0.48; C -0.31; C -0.32; N -0.15

=====

Formula: C3H4NO
Source: OMol25
Level of theory: ωB97M-V/def2-TZVPD

Structure (XYZ):
```
9
C3H4NO ωB97M-V/def2-TZVPD
C -1.49 0.44 -0.03
C 0.81 0.34 0.06
C 0.22 -0.99 -0.03
N -0.32 1.17 -0.08
O -1.13 -0.81 -0.12
H -0.77 2.25 0.01
H 1.84 0.59 0.00
H 0.52 -1.68 -0.79
H 0.33 -1.32 0.99
```

The calculation puts the molar mass at 70.1 g mol⁻¹. The electronic energy is -6701.5718 eV. Its LUMO energy is -7.25 eV. Its net charge is +1. Its max |F| is 5.396 eV/Å. The HOMO energy comes out at -15.2 eV. Its energy relative to the best compared isomer or geometry (same formula, charge and spin) is 71.45 kcal per mole.

Mulliken atomic charge list, values in e, 4 entries: C -0.15; C -0.07; C -0.21; N -0.07